{
  "formula": "C28H16Cl2F4IrN7O",
  "method": "ωB97M-V/def2-TZVPD",
  "species": ["Ir", "C", "C", "O", "N", "C", "C", "C", "C", "C", "C", "N", "H", "H", "H", "H", "H", "H", "H", "H", "H", "H", "Cl", "C", "Cl", "H", "H", "F", "C", "C", "F", "C", "C", "C", "F", "C", "C", "C", "N", "C", "N", "F", "C", "C", "N", "C", "N", "N", "C", "C", "C", "C", "C", "C", "C", "H", "H", "H", "H"],
  "xyz": [[1.514, -0.833, -0.530], [-1.315, -3.462, 1.513], [0.009, -2.903, 1.121], [0.012, -1.893, 0.352], [1.108, -3.461, 1.596], [2.467, -3.017, 1.302], [2.887, -3.391, -0.098], [3.592, -4.546, -0.363], [3.891, -4.875, -1.679], [3.472, -4.026, -2.690], [2.782, -2.878, -2.359], [2.491, -2.560, -1.086], [-1.862, -2.703, 2.073], [-1.225, -4.360, 2.119], [-1.886, -3.688, 0.613], [0.992, -4.249, 2.217], [3.132, -3.474, 2.032], [2.539, -1.934, 1.475], [3.908, -5.181, 0.454], [4.445, -5.776, -1.907], [3.680, -4.238, -3.729], [2.453, -2.186, -3.122], [3.674, 0.754, 1.538], [4.091, 1.386, -0.031], [3.375, 0.362, -1.375], [5.162, 1.334, -0.195], [3.688, 2.383, -0.169], [-1.387, 5.715, 0.999], [-1.986, 4.759, 1.671], [-3.027, 5.079, 2.491], [-3.389, 6.327, 2.579], [-3.729, 4.080, 3.257], [-3.263, 2.722, 3.095], [-2.230, 2.425, 2.272], [-1.834, 1.159, 2.149], [-1.533, 3.417, 1.523], [-0.459, 3.093, 0.685], [0.047, 1.788, 0.476], [0.587, 0.838, 0.116], [0.300, 4.033, -0.073], [1.004, 4.671, -0.724], [-3.846, 1.752, 3.752], [-4.782, 4.405, 4.095], [-5.266, 5.732, 4.266], [-5.720, 6.778, 4.426], [-5.488, 3.439, 4.867], [-6.102, 2.690, 5.489], [-2.451, -0.185, -6.691], [-1.814, -0.284, -5.735], [-1.032, -0.402, -4.556], [0.263, 0.153, -4.515], [1.019, 0.049, -3.371], [0.505, -0.622, -2.244], [-0.799, -1.163, -2.286], [-1.555, -1.062, -3.428], [0.653, 0.666, -5.384], [1.999, 0.501, -3.377], [-1.211, -1.659, -1.422], [-2.551, -1.482, -3.470]],
  "multiplicity": 2,
  "largest_force_ev_per_a": 1.3,
  "de_lowest_kj_mol": 65.57,
  "total_charge": 3,
  "homo_ev": [-16.1, -16.1],
  "total_energy_ev": -80495.37371,
  "gap_ev": [4.076, 2.958],
  "lumo_ev": [-12.03, -13.10]
}